Entry from OMol25: a molecular structure, C3H7N3S2 at a distorted geometry (ωB97M-V/def2-TZVPD).

- energy (eV) = -29360.8910
- gap between HOMO and LUMO (eV) = 8.47

Element x y z (Å)
S  -0.221  -0.682  2.198
S  1.106  -3.128  2.416
N  1.381  0.071  -0.092
C  -0.560  0.737  -1.612
H  -1.792  2.054  0.572
N  -0.077  0.302  -0.314
H  -1.752  0.604  -1.389
H  1.774  1.122  -0.125
H  -0.272  -0.073  -2.506
C  0.585  -1.943  1.493
H  1.753  -0.331  -1.121
H  0.673  -2.118  0.363
N  -1.731  1.182  1.240
C  -0.748  0.347  0.928
H  -0.119  1.856  -2.053